Computed, not measured: C23H63F3HgN3O20S2Zn as an isolated structure, with ωB97M-V with the def2-TZVPD basis set.

Results
* total charge: +2
* ⟨S²⟩: 0.76
* DFT total energy: -5611.09380 Ha
* multiplicity: 2
* HOMO-LUMO gap (spin up / spin down): 4.8 / 3.4 eV
* HOMO energy (spin up / spin down): -12.50 / -12.50 eV

Structure (XYZ):
```
116
Properties=species:S:1:pos:R:3:forces:R:3
Hg 7.78210 -17.90308 10.83943 -1.6 -1.2 -1.2
Zn 9.75662 -14.76524 7.08542 0.1 -0.6 0.0
S 7.84815 -14.48989 9.72607 0.5 0.0 -0.4
O 8.64735 -13.80295 10.69057 0.6 1.4 1.6
O 6.58225 -13.78258 9.65844 -1.4 1.4 0.3
O 8.49562 -14.45414 8.44195 -0.1 0.4 -0.9
O 7.58240 -15.83748 10.12252 -0.4 -2.3 0.9
C 8.19705 -19.02125 6.00456 0.2 -0.1 0.1
F 7.79100 -18.76263 4.77070 0.3 0.0 0.7
F 7.53939 -20.11572 6.45249 0.0 1.2 -0.1
F 9.50317 -19.33596 6.00869 -0.5 0.4 0.0
S 7.88910 -17.47887 7.12047 -2.2 0.7 -0.3
O 6.45637 -17.16823 6.97586 2.1 -0.5 -0.3
O 8.19446 -17.89908 8.48130 1.0 -0.5 -0.8
O 8.79616 -16.42476 6.59494 -1.1 -2.1 -0.3
C 5.42536 -16.71908 3.84741 -1.1 0.4 0.5
C 4.88762 -16.19665 2.48433 -0.1 0.1 0.1
O 5.89922 -16.22421 1.49982 0.5 -0.3 -0.2
O 4.36359 -16.77257 4.80936 -0.3 -0.2 -0.5
H 6.13276 -16.05664 4.34627 0.6 0.5 -0.8
H 5.90948 -17.69411 3.79232 -0.1 -0.1 -0.7
H 4.46922 -15.19015 2.48536 0.1 0.2 0.8
H 4.06755 -16.76412 2.04437 0.0 -0.6 0.6
H 6.44236 -15.44057 1.61175 0.1 0.2 0.0
H 4.77870 -17.09482 5.61274 -0.1 0.0 0.2
C 11.96345 -16.60533 7.95593 0.3 -2.2 -1.2
C 12.32620 -16.04136 6.58496 1.5 0.5 -0.2
O 11.20391 -15.50026 5.92706 -0.6 0.5 0.3
O 10.82710 -15.97310 8.42971 -0.8 1.9 1.1
H 12.79964 -16.53410 8.65149 0.0 0.0 -0.2
H 11.60847 -17.63288 7.87702 0.8 -0.4 -0.2
H 12.80631 -16.72021 5.88014 0.1 -0.4 0.6
H 13.01901 -15.22158 6.77493 0.2 0.1 -0.2
H 11.14750 -15.57130 4.97135 0.4 -0.3 -0.1
H 10.87997 -15.89225 9.38484 -0.2 0.3 0.1
C 8.90716 -20.71136 11.68792 -2.7 0.9 -1.2
C 7.56567 -21.10082 12.26996 0.3 -3.3 1.3
O 6.67283 -20.08988 12.59489 -0.1 1.8 -0.8
O 8.60482 -20.02538 10.37545 1.0 0.9 2.9
H 9.54381 -21.56625 11.46001 0.1 0.3 0.5
H 9.18632 -19.97229 12.43889 1.3 0.2 -0.6
H 7.77052 -21.61521 13.20886 0.7 -0.1 0.2
H 7.08255 -21.92612 11.74692 -0.2 0.3 -0.9
H 6.19847 -20.31763 13.39784 0.0 0.0 0.1
H 8.63498 -20.67879 9.67279 -0.1 -0.9 -1.2
C 7.99488 -13.85398 4.96589 -1.0 1.3 -3.0
C 8.29613 -13.88742 3.41203 0.5 -1.3 1.4
O 7.18338 -13.67831 2.58283 0.1 0.4 0.3
O 9.27835 -13.55441 5.61151 -1.2 -0.4 -0.1
H 7.43236 -14.73956 5.26157 1.0 -0.1 0.7
H 7.28017 -13.03266 5.01814 0.2 0.3 0.8
H 8.66017 -14.89278 3.20031 0.5 -0.1 -0.1
H 9.08919 -13.15558 3.25854 0.0 0.0 -0.3
H 7.47691 -13.00452 1.96522 -0.5 0.1 -0.3
H 9.41910 -12.60710 5.54521 0.1 0.2 0.1
C 7.92076 -18.58481 1.46185 0.3 -1.1 0.2
C 8.84663 -19.18613 0.34056 -1.7 2.0 0.9
O 9.38103 -20.47371 0.54211 -0.7 0.7 0.1
O 6.57248 -19.11897 1.42907 1.2 0.5 0.0
H 7.82932 -17.50471 1.34730 0.3 0.0 -0.5
H 8.30365 -18.69543 2.47637 0.4 -0.4 0.0
H 9.60028 -18.42132 0.15303 0.6 -0.1 0.2
H 8.13970 -19.02704 -0.47372 0.2 -1.0 -0.8
H 10.16435 -20.50687 -0.01189 0.2 -0.2 0.0
H 6.08648 -18.29275 1.37635 -0.7 -0.1 -0.2
C 13.46240 -19.70953 3.96646 -0.5 -0.3 0.8
C 12.65824 -19.69114 2.68851 0.5 0.0 -1.7
C 12.85600 -20.97486 1.87804 1.2 -0.1 -0.3
O 12.21455 -21.04022 0.57828 0.1 1.4 1.2
C 11.66723 -22.27704 0.28261 0.6 -2.3 0.3
N 11.28149 -19.45982 2.97290 -0.3 0.9 0.8
H 14.54669 -19.72384 3.85596 -0.2 0.0 0.0
H 13.11660 -20.52926 4.59619 0.4 -0.8 -0.2
H 13.12998 -18.92609 4.64750 0.3 0.8 -0.5
H 13.04498 -18.92118 2.02091 -0.1 0.5 0.1
H 12.64180 -21.79789 2.55984 -0.5 -0.5 -0.4
H 13.92655 -21.00238 1.67486 0.3 -0.4 0.0
H 11.36752 -22.43420 -0.75353 -0.6 1.0 0.0
H 10.92174 -22.59185 1.01284 -0.5 0.2 -0.2
H 12.41469 -23.06966 0.31660 0.6 -0.1 0.4
H 10.73029 -19.47481 2.12670 -0.3 -0.5 0.1
H 11.02456 -20.19895 3.61147 -0.8 -0.1 -0.1
C 3.75480 -17.75585 9.00623 -0.6 1.1 -1.0
C 4.42345 -17.79969 10.33843 0.4 0.8 0.1
C 3.53484 -18.13761 11.51015 0.8 -1.0 0.0
O 3.09370 -19.46767 11.28517 1.0 0.9 -2.4
C 2.31559 -19.99488 12.28105 0.4 -0.4 1.4
N 5.60903 -18.67399 10.10109 0.2 0.2 1.4
H 2.90163 -17.07780 8.98556 0.0 0.1 0.1
H 3.43065 -18.67667 8.52134 0.2 -0.3 0.5
H 4.54507 -17.30964 8.40251 -0.4 0.1 -0.7
H 4.85490 -16.81353 10.50999 -0.3 0.3 0.2
H 2.79871 -17.33923 11.60405 -0.8 -0.3 -0.4
H 4.05563 -18.07053 12.46533 0.5 -0.2 0.3
H 1.44859 -19.33862 12.35667 -0.3 -0.5 0.9
H 3.01632 -20.07686 13.11192 -0.6 0.7 1.3
H 2.11684 -21.06197 12.18142 -0.6 0.2 -1.0
H 5.66917 -18.71279 9.09363 0.5 -0.3 -0.3
H 5.28996 -19.57435 10.42919 0.5 -0.7 0.2
C 9.80291 -23.87676 9.17209 0.7 -1.5 -0.1
C 9.52433 -23.21479 7.80661 0.2 -2.3 2.5
C 8.83339 -24.23435 6.88055 -0.5 -1.2 0.0
O 7.58989 -24.94956 7.42174 1.6 1.4 -0.2
C 7.32098 -26.27259 6.87096 0.5 1.0 0.0
N 8.63191 -22.22469 8.20578 -3.0 3.5 -0.2
H 10.17517 -23.26787 9.99598 0.2 0.5 -0.5
H 10.45841 -24.74514 9.10623 0.2 0.0 -0.1
H 8.86176 -24.30100 9.52189 -0.2 0.1 -0.1
H 10.37568 -22.67518 7.39173 0.3 -0.8 -0.5
H 9.57635 -24.99972 6.65620 -0.1 -0.1 -0.4
H 8.58199 -23.62284 6.01397 -0.4 -0.6 -0.5
H 6.57153 -26.80102 7.46019 0.3 0.4 0.6
H 8.26380 -26.81948 6.88005 -0.2 -0.3 -0.3
H 6.84279 -26.20764 5.89360 0.5 0.1 -0.3
H 7.71353 -22.64265 8.25046 -0.4 -0.5 0.8
H 8.42146 -21.62777 7.41870 0.4 0.5 -0.3
```
Forces are in eV/Å.



Computed, not measured: a 10-piece molecular cluster, C23H63O11 overall, with ωB97M-V with the def2-TZVPD basis set.

Results
* total charge: -1
* DFT total energy: -1741.49236 Ha
* multiplicity: 1
* HOMO-LUMO gap: 9.2 eV
* HOMO energy: -6.43 eV

Structure (XYZ):
```
97
Properties=species:S:1:pos:R:3:forces:R:3
C -2.40938 -0.38312 -0.13721 -0.9 -0.4 0.5
C -0.89138 -0.44012 -0.26421 -1.1 -0.9 3.0
O -0.23938 -1.20112 0.49079 -0.1 -0.8 -0.3
O -0.35438 0.43388 -0.92521 1.1 2.2 -2.1
H -2.66638 0.58588 0.40579 0.2 -1.1 -1.2
H -2.81138 -1.19512 0.51179 0.5 0.5 -0.5
H -2.88738 -0.50912 -1.13821 0.1 0.6 0.8
C 2.27362 1.38588 -3.07621 1.3 -1.4 -0.1
O 2.94762 2.45588 -3.69421 0.1 1.8 0.6
H 1.55862 1.68688 -2.29621 0.4 -0.3 -0.4
H 3.12562 0.76988 -2.70921 -1.2 -0.2 0.6
H 1.81362 0.79888 -3.86521 -0.5 0.1 0.0
H 3.27762 2.94888 -2.91421 0.0 -0.1 -1.0
C 2.94862 -1.58012 -0.28721 0.3 0.5 1.4
O 2.46262 -0.26012 -0.27921 2.9 0.5 -0.7
H 2.49562 -2.18712 -1.04121 -0.3 -0.6 -0.3
H 2.84862 -1.96512 0.72179 -0.7 -0.8 0.0
H 4.01762 -1.60712 -0.35121 0.8 0.5 -0.8
H 1.54462 -0.31912 -0.22321 -2.7 -0.1 0.2
C -2.80138 3.05188 1.74379 1.4 -0.2 3.1
O -2.46438 3.90588 0.74979 -0.7 1.1 -2.9
H -3.58438 2.31988 1.53679 -0.5 0.7 -0.1
H -2.95738 3.79288 2.60679 -0.5 -2.0 -0.2
H -1.89838 2.42188 1.95079 -0.7 0.2 0.4
H -1.53338 4.03788 0.82179 1.0 0.2 -0.2
C -2.19938 -2.53312 4.48779 0.1 -2.2 0.9
C -1.69838 -1.88112 3.23879 -6.9 0.6 -1.1
C -2.08338 -0.41912 3.28479 -0.7 0.5 0.2
O -0.46038 -1.96712 3.01879 7.7 -1.6 0.7
H -1.74638 -2.14512 5.44279 -0.6 -0.1 -0.9
H -1.96438 -3.64512 4.45879 -0.1 1.2 0.1
H -3.30538 -2.50112 4.44879 0.5 0.3 0.5
H -2.21238 -2.39812 2.36879 -0.5 0.3 0.6
H -1.40238 -0.01512 4.00379 0.2 0.5 0.7
H -3.09938 -0.25012 3.60679 -0.5 0.1 0.2
H -1.93538 0.16788 2.38979 0.2 -0.3 -0.5
H -0.23938 -1.55712 2.18779 0.2 0.5 -1.1
C -0.04138 -5.25412 1.96179 -0.7 1.6 1.8
C 1.15862 -4.38612 1.67679 3.3 -8.8 7.5
C 2.44962 -5.36312 1.47579 0.6 -1.5 0.4
O 1.14762 -3.78712 0.63679 -0.7 5.8 -11.4
H 0.11762 -5.59912 2.99179 -0.7 0.1 0.1
H -0.06638 -6.13012 1.38179 -0.2 -0.9 -1.2
H -0.96538 -4.60612 1.83079 0.8 -1.0 0.4
H 1.38262 -3.72512 2.45879 0.2 0.6 2.3
H 2.42662 -6.10012 0.60979 -0.9 1.2 0.4
H 2.65762 -6.12712 2.28379 -0.1 1.3 -0.2
H 3.37762 -4.78812 1.23079 -0.7 -0.1 0.7
H 0.50362 -3.10312 0.67679 -1.0 1.6 -0.6
C 0.09862 -2.95912 -2.77821 1.9 -1.4 1.6
C -0.24338 -1.76512 -3.51421 7.1 1.2 -1.7
C -0.00238 -1.79612 -5.04121 2.4 -2.0 2.1
O -1.41938 -1.39112 -3.34621 -10.9 2.8 2.0
H -0.44638 -3.77812 -3.21221 -0.3 -0.8 0.2
H -0.09038 -2.80612 -1.66921 0.1 -0.5 -1.3
H 1.19362 -3.12512 -2.90821 -0.7 -0.3 0.2
H 0.27862 -0.93312 -3.01721 1.8 -0.2 -0.8
H -0.30238 -0.90212 -5.45321 -1.0 1.8 -1.1
H -0.40238 -2.69712 -5.48321 -0.5 -0.1 -0.2
H 1.07662 -1.85612 -5.15221 0.3 -0.1 -0.4
H -1.50138 -0.73012 -2.62921 0.0 -0.6 -0.8
C 0.55762 4.99488 -0.15021 -1.4 1.7 0.4
C 0.76062 3.51488 -0.29421 5.1 4.3 -7.9
C 2.22462 3.20588 -0.25121 2.8 2.2 0.1
O 0.32662 2.69988 0.51579 -7.0 -6.4 8.5
H 1.13662 5.63888 -0.83621 0.0 -0.8 0.2
H 0.79062 5.32588 0.85879 0.4 -0.1 0.3
H -0.48038 5.36588 -0.27721 0.2 -0.5 -0.2
H 0.39062 3.14288 -1.24721 0.0 1.0 -1.2
H 2.49262 2.15188 -0.12421 -0.3 0.3 -0.4
H 2.67562 3.76388 0.62479 -0.4 -0.7 -0.6
H 2.71662 3.69388 -1.08121 0.5 -0.1 -0.6
H -0.15538 1.99988 0.03279 0.1 -0.4 0.7
C -2.98138 2.68188 -2.27621 0.9 1.7 -1.3
C -2.20038 1.98388 -3.39621 -9.1 3.5 -2.3
C -2.20738 2.86088 -4.66021 -1.1 -1.9 -0.7
O -1.01838 1.66188 -3.24821 8.8 -2.5 2.2
H -2.40538 3.52688 -1.88421 -0.1 -0.2 0.4
H -3.23938 1.97188 -1.56721 -0.3 -1.1 1.9
H -3.92438 3.09288 -2.66421 0.3 -0.2 -0.1
H -2.91138 1.16988 -3.60821 0.1 -0.8 -0.4
H -3.18038 3.30888 -4.79121 -0.4 0.0 -0.4
H -1.97738 2.11888 -5.47621 -0.1 1.2 0.3
H -1.49538 3.64288 -4.59221 1.0 0.6 0.0
H -0.75838 1.45388 -2.33721 0.0 -0.5 0.1
C 2.65862 -0.31612 2.93679 -0.9 0.9 -1.6
C 1.76962 0.89088 2.64779 -3.2 -7.0 0.0
C 0.95562 1.24988 3.77679 -1.9 -0.1 2.8
O 2.22762 1.98188 2.27379 5.5 9.0 -3.8
H 3.22062 -0.14912 3.78479 1.3 -0.1 2.1
H 3.26362 -0.62512 2.11579 0.8 0.5 -0.7
H 1.96562 -1.11912 2.99079 -0.6 -0.9 0.9
H 1.21462 0.55488 1.76879 -1.1 -1.0 0.3
H 0.04962 1.81488 3.60579 -0.1 0.4 -0.7
H 1.51862 1.81588 4.50879 0.5 0.3 0.0
H 0.63662 0.41388 4.29779 -0.9 -1.9 1.3
H 1.52562 2.41888 1.73679 0.9 -0.2 0.5
```
Forces are in eV/Å.